1.
DFT (wB97M-V/def2-TZVPD) results for C6H12N2O in the gas phase.

## Properties
* Kohn-Sham gap: 9.64 eV
* SMILES: C/C(=N\N)[C@@H]1C[C@@H]1CO
* HOMO: -0.32828 Eh

Positions of all 21 atoms, in Å:
C 1.074 -0.309 -1.879
C 0.345 -0.388 -0.550
C -0.931 0.370 -0.527
C -0.880 1.839 -0.344
C -1.518 0.911 0.667
C -0.603 0.827 1.878
H 0.613 0.425 -2.531
H 2.188 0.158 -1.687
H 1.440 -1.358 -2.429
H 1.226 -3.105 0.610
H 2.010 -2.186 -0.796
H -1.643 -0.224 -1.213
H 0.110 2.271 -0.368
H -1.466 2.321 -1.164
H -2.628 0.944 0.783
H -0.765 1.512 2.674
H 0.418 0.802 1.416
H -0.391 -1.079 2.070
N 0.597 -1.253 0.399
N 1.659 -2.089 0.290
O -0.856 -0.391 2.701

Quick look at the Mulliken charges, all values in e: -1.61 0.82 0.00 -0.83 -0.40 -0.61 0.37 0.31 0.33 0.28 0.25 0.42 0.27 0.34 0.33 0.38 0.35 0.43 0.01 -0.80 -0.62


2.
DFT (wB97M-V/def2-TZVPD) results for a molecular structure, C6H12N2O.

## Properties
* Kohn-Sham gap: 7.84 eV
* HOMO: -0.30119 Eh

Positions of all 21 atoms, in Å:
C 0.078 -0.565 -1.559
C -1.326 -0.399 -1.379
C 1.146 0.659 0.486
C 2.601 0.330 0.160
C 0.228 -0.525 0.136
C -1.524 0.243 0.638
N -2.124 -0.734 1.370
N -1.838 1.472 0.757
O 0.316 -1.636 0.667
H -1.559 -1.563 1.514
H -2.702 -0.426 2.137
H -1.338 2.073 0.108
H 0.601 0.255 -2.041
H 0.441 -1.549 -1.827
H -1.935 -1.276 -1.201
H -1.822 0.493 -1.734
H 1.020 0.830 1.556
H 0.826 1.562 -0.036
H 2.899 -0.594 0.649
H 3.251 1.134 0.512
H 2.761 0.215 -0.915

Quick look at the Mulliken charges, all values in e: -0.70 -0.59 -0.50 -1.27 1.03 0.29 -0.45 -0.81 -0.75 0.26 0.25 0.27 0.37 0.32 0.30 0.33 0.34 0.29 0.32 0.39 0.32


3.
DFT (wB97M-V/def2-TZVPD) results for C6H12N2O in the gas phase.

## Properties
* Kohn-Sham gap: 8.16 eV
* HOMO: -0.27750 Eh

Positions of all 21 atoms, in Å:
C -0.560 -0.294 -0.230
C -1.727 0.049 -1.124
C 0.043 -1.638 -0.525
C 0.357 0.584 0.969
N 1.406 0.023 1.710
N 1.838 1.150 -0.960
C -1.061 0.224 1.507
C 0.558 1.143 -0.343
O -1.129 -0.632 2.437
H 1.008 -0.653 2.378
H 2.156 -0.397 1.173
H 2.613 1.197 -0.308
H 1.956 1.866 -1.666
H -1.745 1.090 1.481
H -0.101 1.948 -0.648
H -2.136 1.040 -0.908
H -2.530 -0.676 -0.952
H -1.460 -0.012 -2.183
H -0.758 -2.382 -0.603
H 0.695 -1.991 0.273
H 0.579 -1.639 -1.478

Quick look at the Mulliken charges, all values in e: 1.29 -1.57 -1.67 0.34 -0.69 -0.59 -0.02 -0.41 -0.76 0.34 0.26 0.21 0.25 0.37 0.38 0.42 0.39 0.36 0.41 0.33 0.36


4.
DFT (wB97M-V/def2-TZVPD) results for 2 unconnected molecules or ions with the total composition C6H12N2O.

## Properties
* Kohn-Sham gap: 9.60 eV
* SMILES: [H]/N=C(C)\C(C)=N\[H].CC=O
* HOMO: -0.34785 Eh

Positions of all 21 atoms, in Å:
C -0.256 1.719 1.839
C 0.135 -1.800 1.209
C -0.837 1.681 0.455
C -0.449 -1.026 0.063
N -1.662 -1.224 -0.291
O -2.018 1.810 0.158
H -1.968 -0.559 -1.011
H -0.204 2.754 2.183
H 0.755 1.310 1.827
H -0.872 1.121 2.512
H 0.195 -2.858 0.944
H 1.131 -1.442 1.473
H -0.522 -1.696 2.077
C 0.434 -0.357 -2.385
C 0.674 -0.215 -0.913
N 1.813 0.047 -0.390
H 2.547 0.162 -1.095
H -0.053 1.730 -0.368
H 0.728 0.567 -2.890
H 1.044 -1.178 -2.770
H -0.613 -0.544 -2.628

Quick look at the Mulliken charges, all values in e: -0.95 -1.34 0.42 0.76 -0.69 -0.56 0.27 0.36 0.28 0.25 0.36 0.35 0.31 -1.36 0.50 -0.56 0.23 0.29 0.36 0.35 0.37


Relative energy table, unit kJ/mol: 1 211.9; 2 142.2; 3 105.2; 4 0.0


1.
DFT (wB97M-V/def2-TZVPD) results for 2 unconnected molecules or ions with the total composition C7H11O.

## Properties
* net charge: -1
* Kohn-Sham gap: 4.05 eV
* HOMO: -0.08722 Eh

Positions of all 19 atoms, in Å:
C -1.668 -0.037 -1.729
O -2.738 0.645 -2.153
C -1.517 -0.092 -0.161
C -0.476 -1.050 0.419
C 0.914 -0.254 0.134
C 1.055 0.945 1.074
C 2.974 -0.481 1.870
C 1.715 -0.274 1.261
H -0.702 0.396 -2.100
H -1.583 -1.130 -2.070
H -2.551 -0.394 0.141
H -1.441 0.900 0.336
H -0.623 -1.053 1.499
H -0.563 -2.010 -0.103
H 1.431 1.964 1.127
H 0.861 2.116 -1.290
H 3.031 -0.498 2.960
H 3.891 -0.427 1.307
H 1.511 2.363 -1.013

Quick look at the Mulliken charges, all values in e: -0.33 -0.88 -0.55 -0.30 -0.24 -0.59 -0.91 0.40 0.10 0.12 0.33 0.21 0.25 0.34 0.54 -0.10 0.24 0.27 0.10


2.
DFT (wB97M-V/def2-TZVPD) results for a gas-phase ion, C7H11O (charge -1).

## Properties
* net charge: -1
* Kohn-Sham gap: 6.13 eV
* SMILES: C=C/C=C/CCC[O-]
* HOMO: -0.09006 Eh

Positions of all 19 atoms, in Å:
C 1.309 1.150 -2.181
O 2.195 1.256 -1.191
C 0.589 -0.297 -2.238
C -0.587 -0.328 -1.259
C -0.142 -0.061 0.163
C -0.830 -0.327 1.280
C -0.264 -0.153 2.620
C -0.919 -0.563 3.705
H 0.421 1.839 -2.101
H 1.753 1.297 -3.210
H 1.415 -0.954 -1.969
H 0.269 -0.407 -3.272
H -1.036 -1.325 -1.314
H -1.332 0.431 -1.512
H 0.864 0.358 0.206
H -1.815 -0.777 1.285
H 0.569 0.542 2.662
H -1.811 -1.180 3.579
H -0.647 -0.502 4.747

Quick look at the Mulliken charges, all values in e: -0.43 -0.88 -0.79 -0.58 -0.20 -0.38 -0.10 -0.80 0.14 0.26 0.30 0.42 0.31 0.27 0.34 0.33 0.30 0.21 0.28


Relative energy table, unit kJ/mol: 1 783.7; 2 0.0


1.
DFT (wB97M-V/def2-TZVPD) results for 2 unconnected molecules or ions with the total composition C4H12N4.

## Properties
* Kohn-Sham gap: 9.21 eV
* SMILES: [H]/N=C/NC.N/C=C/N
* HOMO: -0.30293 Eh

Positions of all 20 atoms, in Å:
C 1.977 -1.903 0.724
N 2.419 -1.216 -0.487
C 1.520 -0.254 -0.961
N 1.053 -0.352 -2.133
H 2.758 -2.591 1.045
H 1.817 -1.149 1.494
H 1.070 -2.507 0.609
H 2.540 -1.873 -1.254
H 1.300 0.548 -0.259
H 0.379 0.379 -2.290
C -1.476 1.718 0.282
C -2.008 0.498 0.341
N -2.551 0.095 1.605
N -0.642 2.179 -0.782
H -1.504 2.316 1.186
H -1.915 -0.215 -0.472
H -1.812 -0.217 2.219
H -3.250 -0.633 1.566
H -0.535 3.186 -0.785
H -1.143 1.991 -1.648

Quick look at the Mulliken charges, all values in e: -0.84 -0.34 -0.02 -0.76 0.30 0.30 0.28 0.31 0.47 0.29 -0.22 -0.28 -0.57 -0.47 0.30 0.28 0.21 0.25 0.22 0.27


2.
DFT (wB97M-V/def2-TZVPD) results for 2 unconnected molecules or ions with the total composition C4H12N4.

## Properties
* Kohn-Sham gap: 9.25 eV
* SMILES: [H]/N=C(C)/C(C)=N/[H].NN
* HOMO: -0.33439 Eh

Positions of all 20 atoms, in Å:
C 1.107 -0.264 1.761
C -2.207 0.173 -0.220
C -0.830 -0.318 0.116
C -0.093 0.421 1.176
N -0.335 -1.447 -0.272
N -0.527 1.570 1.485
H -0.949 -1.980 -0.885
H 0.064 2.073 2.144
H 0.802 -1.208 2.214
H 1.826 -0.506 0.976
H -2.547 -0.235 -1.174
H -2.220 1.262 -0.229
H -2.898 -0.154 0.554
H 1.590 0.365 2.509
N 1.626 -0.548 -1.910
N 1.205 0.784 -1.764
H 1.362 -0.837 -2.855
H 1.000 -1.196 -1.210
H 1.794 1.215 -1.052
H 0.230 0.831 -1.364

Quick look at the Mulliken charges, all values in e: -1.10 -1.40 0.33 0.84 -0.69 -0.64 0.24 0.26 0.30 0.27 0.46 0.31 0.35 0.40 -0.55 -0.54 0.25 0.35 0.29 0.27


3.
DFT (wB97M-V/def2-TZVPD) results for 2 unconnected molecules or ions with the total composition C4H12N4.

## Properties
* Kohn-Sham gap (alpha / beta): 7.48 / 7.48 eV
* SMILES: C=C(C)N.N/C=N\N
* HOMO (alpha / beta): -0.24305 / -0.24313 Eh

Positions of all 20 atoms, in Å:
C 0.707 -0.288 2.319
C 0.022 -0.455 0.985
N -0.796 0.700 0.579
C -0.503 -1.679 0.724
H -0.784 1.449 1.263
H -1.746 0.455 0.323
H 0.055 -0.093 3.173
H 1.223 -1.192 2.636
H 1.448 0.508 2.268
H -0.253 -2.564 1.285
H -1.323 -1.843 0.041
N 1.772 0.432 -1.349
N -1.093 0.217 -2.051
C -0.433 1.366 -1.584
N 0.853 1.452 -1.186
H 1.313 -0.412 -1.702
H 2.458 0.093 -0.676
H -1.657 0.279 -2.883
H -0.544 -0.625 -1.939
H -0.719 2.201 -2.225

Quick look at the Mulliken charges, all values in e: -1.47 0.94 -0.46 -1.19 0.19 0.26 0.33 0.42 0.36 0.31 0.29 -0.36 -0.43 -0.06 -0.39 0.19 0.29 0.21 0.16 0.43


Relative energy table, unit kJ/mol: 1 0.0; 2 60.3; 3 319.8